No. 1
H24O12 | ωB97M-V/def2-TZVPD

Structure (XYZ):
```
36
Properties=species:S:1:pos:R:3:forces:R:3
O -2.95845 -0.76772 2.10854 1.2 1.4 -1.5
O 3.93518 -1.04099 -2.01634 2.7 -1.2 -0.4
O 2.21438 4.84415 -2.48094 -3.4 -0.7 -0.2
O -4.01768 -2.80455 2.17377 -2.0 -2.4 1.7
O -1.68260 1.93299 1.50225 -1.1 1.4 -3.5
O -0.24037 0.15474 0.80992 2.3 -0.6 -1.1
O 0.74577 -1.45620 -2.73306 1.5 -0.5 1.8
O 3.84141 3.27126 -2.25704 0.6 -4.3 0.2
O -2.94184 -3.27583 0.31710 1.6 -0.5 -2.1
O -3.52898 0.49327 -1.41751 -0.6 0.6 1.6
O 3.01898 -3.47646 1.64012 -0.2 2.0 0.1
O 1.51274 2.61378 2.36165 1.9 -3.6 0.4
H 0.61531 0.40555 0.29061 -2.4 -1.3 1.1
H -0.39881 -0.81419 0.78312 0.9 0.8 -0.4
H 4.15608 3.48520 -1.37982 0.3 0.0 0.4
H 1.92144 4.08328 -1.88359 1.2 2.2 -1.1
H 4.00133 -1.92844 -1.59903 -0.5 0.8 0.0
H 2.82726 5.44139 -2.09121 0.6 0.2 1.0
H -2.40138 1.32107 1.31745 0.2 0.0 0.6
H -3.26364 -2.37087 2.56493 0.0 0.1 -0.2
H -2.33507 -0.56480 2.80707 0.5 0.4 -0.1
H 2.14321 -3.20158 1.95302 0.4 -0.3 -0.1
H 4.89000 -1.02407 -2.36770 -2.1 0.5 0.5
H -2.46171 -0.77298 1.23383 -0.9 0.0 1.7
H -4.32013 1.04678 -1.43806 0.1 0.0 0.3
H 3.01331 -4.40303 1.54608 -0.2 -1.7 -0.1
H -3.78331 -3.00933 -0.04179 -0.7 0.4 0.4
H -3.43896 0.25836 -2.31194 0.5 -0.6 -1.8
H -1.44549 1.98484 2.37470 0.3 -0.2 3.3
H 0.98144 3.33474 2.24764 -2.3 2.9 -0.6
H 1.32609 -2.13644 -2.31188 -0.2 1.3 0.0
H -2.42838 -3.35656 -0.49361 0.4 -0.3 -0.2
H 0.95307 1.83098 2.19246 0.3 0.6 0.0
H 3.66194 2.25574 -2.18517 0.7 2.6 -0.3
H -3.78440 -3.75279 2.10064 -0.3 0.9 0.2
H 0.38243 -2.02023 -3.37552 -1.3 -0.7 -1.8
```
Forces are in eV/Å.

Summary:
**SMILES**: O.O.O.O.O.O.O.O.O.O.O.O
**Strongest force on any atom**: 0.0852 hartree/bohr
**Relative energy (zero: lowest compared OMol25 entry of this formula, charge and spin)**: 5.798 eV
**HOMO energy**: -9.6 eV
**Electronic energy**: -24955.8959 eV
**2S+1**: 1

=====

No. 2
H24O12 | ωB97M-V/def2-TZVPD

Structure (XYZ):
```
36
Properties=species:S:1:pos:R:3:forces:R:3
O 1.55992 -1.54761 0.78525 3.0 -5.6 0.1
O 2.62292 0.32539 -1.00075 0.2 1.3 0.5
O -1.18708 -2.56961 1.41725 2.6 2.0 1.3
O -1.46808 2.32039 -1.77375 3.0 0.5 2.1
O -3.36408 0.55439 1.71025 1.4 0.8 0.7
O -0.55308 0.04939 2.82825 -0.5 0.7 -2.6
O 1.69292 3.04839 2.58325 2.9 -0.1 1.5
O -0.90308 -2.39561 -1.81475 0.9 -0.2 0.4
O 1.28992 2.29039 -0.71475 1.7 -5.8 5.7
O -0.38708 0.27939 0.06525 2.5 -0.5 0.5
O -2.65408 -0.43261 -0.98575 -1.7 -1.2 2.0
O 1.71692 -1.56061 -2.40375 -2.9 -2.0 2.5
H -2.46808 0.26639 2.03125 -1.4 -0.1 -0.3
H 1.14392 2.91439 -1.26475 -1.6 7.0 -5.9
H -0.65408 -1.87061 1.94025 -2.6 -0.4 0.3
H -3.33608 -0.97161 -0.46675 1.2 0.8 -1.6
H 3.37392 0.14239 -0.44675 0.7 -0.4 -0.6
H -0.31108 -2.70161 1.03725 -0.3 -1.5 -1.6
H -0.89808 -2.46061 -2.75275 0.4 -0.8 -1.5
H 1.58592 -0.79061 -2.91675 -1.0 1.0 -1.6
H 0.20692 -0.06061 3.37025 1.0 0.1 0.6
H -1.59808 -1.74461 -1.74275 -0.9 1.1 1.3
H 0.82992 2.91139 2.35225 -3.7 -0.8 -0.6
H 1.98392 3.62039 1.89825 0.8 0.8 -0.9
H -1.53108 1.57939 -2.34975 -0.4 -1.0 -0.7
H -0.25908 0.37239 1.89625 -0.6 -0.9 2.0
H 2.45492 -0.20861 -1.79075 0.8 -1.2 0.8
H 2.03692 1.72339 -1.04275 -0.6 0.2 0.5
H -3.84808 -0.15561 1.31025 0.0 -0.7 0.1
H 2.45092 -1.20161 0.65725 -0.3 1.1 -0.1
H -2.22708 -0.00861 -0.19975 0.1 0.0 -1.2
H 2.01292 -2.60661 0.74925 -2.7 4.1 0.2
H -0.59508 2.08739 -1.24075 -2.8 0.7 -1.6
H 0.74692 -1.72461 -1.84575 3.0 0.5 -2.2
H 0.27092 1.01739 0.11625 -0.7 -0.2 -0.4
H 0.26192 -0.49061 0.00525 -1.4 0.9 0.1
```
Forces are in eV/Å.

Summary:
**SMILES**: O.O.O.O.O.O.O.O.O.O.O.O
**Strongest force on any atom**: 0.1808 hartree/bohr
**Relative energy (zero: lowest compared OMol25 entry of this formula, charge and spin)**: 4.687 eV
**HOMO energy**: -10.6 eV
**Electronic energy**: -24957.0071 eV
**2S+1**: 1

=====

No. 3
H24O12 | ωB97M-V/def2-TZVPD

Structure (XYZ):
```
36
Properties=species:S:1:pos:R:3:forces:R:3
O -0.47778 -0.38503 0.97209 0.7 1.2 -1.9
O -1.22960 4.68522 0.06253 -1.2 -0.2 -0.3
O -2.81951 -3.46917 2.41013 -0.1 -0.3 -0.3
O -0.07455 -2.16483 -1.88693 -1.3 1.3 -1.8
O 1.60036 1.30754 0.41497 -0.4 -0.4 -0.3
O -0.38695 -0.10571 3.50043 -0.2 -0.1 0.1
O 2.08278 -3.34853 -0.40454 -0.5 0.3 0.6
O 4.26219 1.29775 -1.97258 -0.7 -0.3 0.2
O 2.43107 2.95948 2.21718 -3.1 -1.9 0.7
O -0.24037 0.66735 -3.05285 2.1 0.8 -0.5
O -3.68534 -1.76081 -1.49562 0.5 0.1 -0.5
O -1.85435 0.40962 -1.24809 -0.8 0.6 1.1
H 0.70730 0.93927 0.52438 0.3 -0.1 -0.6
H -1.54392 0.34053 -0.32917 -0.1 -0.3 -0.2
H 1.67954 1.37998 -0.53852 -0.1 0.0 -0.2
H -3.27883 -0.88720 -1.66737 -0.1 -0.3 0.3
H -3.19145 -2.34087 -2.09846 -0.3 0.2 0.3
H -0.74326 -0.29186 4.38014 0.6 0.4 -0.1
H 0.43123 0.40353 3.51448 -0.1 0.0 1.1
H 3.81761 1.96946 -1.44780 0.3 0.4 0.0
H -1.08747 -1.12399 0.91031 0.4 -0.2 1.2
H 2.87990 -3.73256 -0.77443 0.2 -0.1 0.5
H -0.33651 4.73985 0.40358 0.3 0.1 -0.7
H 1.59540 2.28671 2.13345 3.5 2.8 0.0
H -1.61078 1.32402 -1.43864 -0.1 -0.3 -0.3
H -0.01181 -0.07411 1.76047 -1.6 -1.8 0.3
H 2.11809 -3.30769 0.57460 0.4 -0.2 -1.1
H -2.15685 -3.57101 3.09261 0.1 0.2 0.2
H -3.06176 -2.54356 2.36984 0.0 0.2 0.1
H 3.57856 0.61160 -1.95194 0.4 -0.2 -0.3
H -0.52871 -2.79701 -1.34218 0.9 -0.4 0.6
H 0.85179 -1.98081 -1.77743 0.3 -0.9 1.0
H 3.00740 2.67036 1.50701 -0.2 -0.2 -0.1
H -1.33778 4.77975 -0.90560 0.9 0.0 1.1
H -0.78851 1.32920 -3.47471 -0.5 -0.8 -0.2
H -0.59714 -0.21648 -2.94136 -0.7 0.2 0.0
```
Forces are in eV/Å.

Summary:
**SMILES**: O.O.O.O.O.O.O.O.O.O.O.O
**Strongest force on any atom**: 0.0876 hartree/bohr
**Relative energy (zero: lowest compared OMol25 entry of this formula, charge and spin)**: 4.005 eV
**HOMO energy**: -10.4 eV
**Electronic energy**: -24957.6890 eV
**2S+1**: 1

=====

No. 4
H24O12 | ωB97M-V/def2-TZVPD

Structure (XYZ):
```
36
Properties=species:S:1:pos:R:3:forces:R:3
O 6.01740 3.78508 9.73710 -0.2 0.3 0.2
O 9.10506 4.94664 8.05026 0.7 -0.1 -0.6
O 4.88560 8.85598 9.37328 -0.6 0.3 0.1
O 8.74270 7.84558 6.76946 0.5 0.2 0.2
O 7.05536 3.61600 7.15336 -0.6 -0.8 -0.8
O 7.13008 8.09264 10.71656 0.1 -0.3 0.2
O 5.37904 7.12044 4.30778 -0.3 -0.1 -0.2
O 5.16828 9.21444 6.57382 0.2 0.3 -0.4
O 8.85753 5.90086 10.48852 0.1 -0.3 0.4
O 3.21014 4.72952 8.22904 -0.2 -0.6 0.2
O 3.61742 7.11204 6.99480 -0.6 0.0 -0.2
O 6.24270 6.68754 7.62262 0.6 0.3 0.1
H 3.36680 5.56168 7.78274 0.1 0.3 -0.1
H 5.74678 9.94490 6.79292 0.3 0.2 0.1
H 9.18280 5.66264 7.41974 0.2 0.2 -0.4
H 5.31808 7.33328 5.23902 0.3 -0.2 0.4
H 7.91222 7.37076 6.80236 -0.8 -0.3 0.0
H 3.61388 4.83922 9.08998 0.0 0.0 0.1
H 4.09796 7.93452 6.90076 0.1 0.4 0.4
H 8.88916 5.37752 8.87727 0.1 0.1 0.7
H 5.30328 6.74742 7.79626 -0.4 -0.2 -0.1
H 4.60030 9.55682 5.88360 -0.3 0.3 -0.3
H 5.47616 7.96802 3.87374 0.1 0.2 -0.2
H 8.54650 8.63787 6.26944 0.1 0.1 -0.2
H 6.82578 8.16494 11.62120 -0.2 0.0 0.4
H 8.16405 6.53858 10.65776 -0.5 0.4 0.0
H 3.24732 6.94976 6.12710 -0.2 -0.3 -0.3
H 6.64702 3.31496 10.28372 0.3 -0.2 0.0
H 7.85610 8.71362 10.65722 0.3 0.3 -0.2
H 7.93136 3.91430 7.39806 0.3 0.2 0.2
H 5.63522 8.56132 9.89045 0.3 -0.1 0.0
H 5.23728 8.98392 8.49226 -0.1 -0.2 -0.1
H 6.61730 6.35860 8.43974 0.2 -0.3 0.1
H 6.51306 3.81166 7.91748 -0.2 0.0 0.0
H 5.40176 4.17258 10.35925 -0.2 0.0 0.2
H 9.63044 6.26708 10.91832 0.4 -0.1 0.0
```
Forces are in eV/Å.

Summary:
**SMILES**: O.O.O.O.O.O.O.O.O.O.O.O
**Strongest force on any atom**: 0.0245 hartree/bohr
**Relative energy (zero: lowest compared OMol25 entry of this formula, charge and spin)**: 2.200 eV
**HOMO energy**: -9.0 eV
**Electronic energy**: -24959.4944 eV
**2S+1**: 1